(1)
Here is 2 unconnected molecules or ions with the total composition C2H9N4 at a distorted geometry from the OMol25 dataset. Energies are from ωB97M-V with the def2-TZVPD basis set.

The geometry in XYZ format:
```
15
Properties=species:S:1:pos:R:3:forces:R:3:mulliken_charge:R:1
C 2.10382 0.39183 -0.10312 2.077 -1.834 0.443 0.403
C -2.12084 0.31150 -0.09428 -1.328 1.026 1.008 -0.803
N 1.40797 1.37676 -0.29148 -1.080 1.943 0.018 -0.588
N 2.69269 -0.62890 -0.07043 0.511 0.476 -0.441 -0.288
N -0.02792 -1.02118 0.54198 -2.044 -0.287 -3.000 -0.548
N -0.73548 -0.05190 -0.28049 1.300 -3.832 -2.179 -0.081
H -2.44787 0.75494 -1.03701 -0.103 -0.098 0.162 0.360
H -2.84849 -0.42331 0.27867 0.811 -0.428 -0.514 0.306
H -2.11320 1.06520 0.65318 -0.310 0.951 0.632 0.340
H 1.61794 2.32781 0.02293 0.181 -0.678 -0.216 0.235
H 3.02271 -1.49641 0.31161 -0.167 0.404 0.086 0.319
H 0.29034 -0.80206 1.41478 0.365 1.044 2.485 0.230
H -0.08001 -1.97741 0.24627 -0.326 0.006 0.102 0.213
H 0.03523 0.73915 -0.36540 -0.798 0.165 -0.162 0.493
H -0.79688 -0.56602 -1.22721 0.910 1.143 1.575 0.409
```
Forces are in eV/Å.

Calculated values
**Relative energy (zero: lowest compared OMol25 entry of this formula, charge and spin)**: 355.3 kJ/mol
**HOMO level**: -14.21 eV
**LUMO**: -3.21 eV
**Charge**: +1

(2)
Here is a molecular structure, C28H46F6GdOP2 at a distorted geometry from the OMol25 dataset. Energies are from ωB97M-V with the def2-TZVPD basis set.

The geometry in XYZ format:
```
84
Properties=species:S:1:pos:R:3:forces:R:3:mulliken_charge:R:1
Gd -1.10863 0.91734 0.83184 0.300 -0.057 0.282 0.831
C 0.27992 0.90129 3.50182 1.420 0.451 -1.172 0.480
C 1.04187 1.21181 2.33405 -0.675 -1.264 1.282 0.925
C -0.37521 2.97519 2.78217 0.161 -0.438 -0.081 0.221
C -0.59023 1.98136 3.76651 0.264 0.411 -0.455 0.924
C 0.65386 2.52619 1.89706 -0.390 0.796 0.377 0.522
C 0.55581 -0.25220 4.38431 0.117 -0.752 0.376 -1.659
H 1.60499 -0.23937 4.73484 -0.402 0.002 -0.205 0.412
H 0.39007 -1.20773 3.85661 0.138 0.306 0.220 0.142
H -0.08470 -0.24941 5.27880 0.302 0.021 -0.357 0.357
C -1.49395 2.11481 4.93760 -0.410 0.148 0.347 -1.946
H -1.18922 1.46903 5.77120 -0.057 0.184 -0.254 0.389
H -2.53586 1.85489 4.68952 0.245 0.100 -0.001 0.272
H -1.52249 3.15050 5.30678 0.060 -0.298 -0.100 0.477
C -0.94880 4.33677 2.83989 -0.620 0.416 -0.214 -1.617
H -1.02406 4.67877 3.87998 0.062 0.016 -0.297 0.337
H -1.96403 4.34634 2.42280 0.084 0.263 0.121 0.283
H -0.34668 5.04993 2.27356 -0.117 0.010 0.138 0.429
C 1.37851 3.33374 0.87693 0.140 0.572 -0.407 -1.220
H 2.44152 3.47265 1.13609 -0.290 -0.244 0.014 0.315
H 0.95735 4.34238 0.78712 0.015 -0.267 0.025 0.396
H 1.36062 2.90379 -0.13911 0.073 -0.036 0.264 0.118
C 2.22978 0.44712 1.86067 0.453 -0.317 -0.193 -0.947
H 3.14033 0.74803 2.41511 -0.342 -0.134 -0.203 0.449
H 2.43304 0.60614 0.78673 0.033 -0.041 0.453 0.294
H 2.07908 -0.63635 2.01742 0.149 0.426 -0.085 0.197
C 1.27728 -3.39660 -0.06170 0.464 0.155 0.733 -0.781
C 2.30009 -3.27466 0.80589 -1.201 0.529 -0.011 -0.684
C 3.69354 -2.77891 0.54185 0.047 -0.446 -0.058 -0.336
C 4.12968 -2.80941 -0.94205 0.494 -0.506 0.356 -1.107
C 3.94691 -1.52962 -1.67798 0.251 0.375 -0.607 -0.856
C 2.86367 -0.76479 -1.68440 -0.424 0.722 0.204 -0.396
C 1.49119 -1.17309 -1.22709 -0.378 0.171 -0.039 3.186
C 1.16972 -2.68944 -1.38063 -0.301 0.382 -0.107 -0.809
H 4.30923 -3.51043 1.08431 0.122 0.207 -0.129 0.504
H 3.64299 -3.64170 -1.46532 0.069 0.030 0.224 0.307
H 3.91561 -1.80803 1.02816 -0.191 -0.321 -0.351 0.156
H 1.77712 -3.14809 -2.16884 -0.075 0.262 0.125 0.595
H 0.37036 -3.90903 0.24768 0.091 0.158 0.302 0.522
H 2.06661 -3.45786 1.86066 0.280 -0.639 -0.323 0.429
H 0.12604 -2.75398 -1.72749 0.267 -0.189 0.158 0.086
H 1.27412 -0.85302 -0.19289 0.248 -0.344 0.088 -1.481
H 2.90271 0.27203 -2.05189 0.220 -0.584 -0.341 0.376
H 0.76282 -0.56488 -1.80401 0.573 -0.486 0.050 -0.944
H 5.20322 -3.05388 -0.96359 -0.327 0.118 -0.015 0.472
H 4.79340 -1.22867 -2.29481 0.022 0.327 0.426 0.439
P -0.69269 -0.62827 -3.61403 0.015 -0.795 -1.978 1.242
P -0.91219 2.32517 -3.38496 0.196 0.835 -1.921 0.518
C -1.19044 0.19363 -5.22743 0.078 -0.078 0.141 -1.211
C -1.60797 1.63941 -5.00585 -0.511 -0.160 0.524 -1.109
H -2.01323 -0.39320 -5.66013 0.355 0.085 -0.051 0.607
H -0.33600 0.14029 -5.92092 -0.270 0.035 0.309 0.439
H -1.25043 2.26744 -5.83733 -0.188 -0.043 0.441 0.479
H -2.70397 1.73005 -4.96211 0.248 0.027 -0.037 0.468
C -1.29699 4.04632 -3.92636 -0.087 0.317 0.484 -1.261
H -0.71643 4.73946 -3.31307 -0.184 0.163 -0.062 0.376
H -2.36396 4.23978 -3.78480 0.119 0.125 0.001 0.370
H -1.04759 4.20499 -4.98254 0.007 -0.033 0.285 0.384
C 0.83731 2.37786 -4.02652 0.200 -0.123 0.619 -1.085
H 0.85841 2.47481 -5.11967 -0.065 -0.010 0.290 0.431
H 1.41366 1.49388 -3.72890 -0.048 0.135 -0.107 0.091
H 1.31362 3.26252 -3.58824 0.071 -0.179 -0.085 0.440
C -2.12262 -1.76503 -3.48245 -0.188 -0.162 0.427 -1.576
H -2.28192 -1.99256 -2.42047 -0.217 -0.229 -0.313 0.261
H -1.90831 -2.68475 -4.04380 -0.259 0.203 0.195 0.380
H -3.01436 -1.27524 -3.89329 0.115 -0.223 0.237 0.488
C 0.50232 -1.77455 -4.47618 0.297 -0.177 0.284 -1.545
H 0.11413 -2.03432 -5.47701 0.140 0.095 0.455 0.511
H 0.69159 -2.70474 -3.91521 -0.126 0.468 -0.279 0.374
H 1.46003 -1.24216 -4.58506 -0.206 -0.232 -0.063 0.348
C -2.57812 -1.26455 4.42202 0.237 0.226 0.765 -1.641
C -2.64819 -1.36780 2.92576 -0.136 -0.146 -1.737 1.050
O -1.84649 -0.52888 2.08628 -0.939 -0.917 1.320 -0.347
C -2.25466 -2.82095 2.54642 0.598 -1.265 -0.019 0.413
F -2.97545 -3.77757 3.21213 0.545 1.183 -0.736 -0.287
F -2.34063 -3.07841 1.22479 -0.096 0.178 0.744 -0.221
F -0.93849 -3.03069 2.88365 -1.060 0.274 -0.185 -0.243
C -4.10543 -1.04716 2.49219 -1.113 0.330 -0.228 0.393
F -5.08337 -1.66459 3.22272 1.276 0.576 -0.864 -0.268
F -4.30501 0.30907 2.63384 0.134 -1.015 0.001 -0.230
F -4.32305 -1.32210 1.18160 0.042 0.150 0.908 -0.224
H -1.60404 -1.60304 4.78568 -0.315 0.129 -0.081 0.313
H -3.35050 -1.91938 4.86060 0.334 0.347 -0.212 0.536
H -2.75771 -0.23372 4.74246 0.039 -0.292 -0.031 0.273
```
Forces are in eV/Å.

Calculated values
**Expectation value of S²**: 16.392
**2S+1**: 8
**HOMO level (alpha / beta)**: -10.74 / -10.74 eV
**LUMO (alpha / beta)**: -5.49 / -3.71 eV
**Charge**: +1

(3)
Here is a molecular structure, C54H37I4N7OPbS2 at a distorted geometry from the OMol25 dataset. Energies are from ωB97M-V with the def2-TZVPD basis set.

The geometry in XYZ format:
```
106
Properties=species:S:1:pos:R:3:forces:R:3:mulliken_charge:R:1
Pb 0.20786 0.10029 -0.27758 -0.494 0.900 -0.133 1.181
I -5.58555 -6.77501 -4.71108 0.126 0.096 0.065 0.077
C -4.21460 -5.50193 -3.76014 -0.144 -0.132 -0.069 -0.088
C -3.53436 -5.94415 -2.63662 0.009 0.028 0.037 -0.679
C -2.65650 -5.08402 -1.99140 0.076 -0.032 -0.029 -0.202
C -2.44239 -3.78834 -2.45761 -0.082 0.035 0.018 -0.006
C -3.11809 -3.38029 -3.60736 -0.027 0.026 0.016 -0.257
C -4.00808 -4.22502 -4.25695 0.077 0.022 -0.014 -0.818
C -1.54402 -2.84828 -1.72214 -0.014 0.014 0.005 0.691
C -0.40259 -2.38842 -2.40130 0.002 0.069 0.002 0.412
C -0.04913 -2.74028 -3.75996 -0.006 -0.016 -0.021 -1.456
C 1.07463 -2.05350 -4.07215 0.000 0.057 -0.041 -1.303
C 1.46961 -1.32713 -2.88605 -0.020 0.104 0.040 -0.094
C 2.65743 -0.59182 -2.72006 -0.014 -0.009 0.095 1.561
C 3.44905 -0.19475 -3.91798 -0.014 -0.037 -0.051 -0.424
C 3.96878 -1.10048 -4.83991 0.056 -0.028 0.055 -0.142
C 4.63925 -0.66223 -5.97419 -0.022 -0.054 0.031 -0.763
C 4.80265 0.69668 -6.18435 0.101 0.087 -0.142 -0.114
I 5.77845 1.36917 -7.91538 -0.059 -0.054 0.136 0.071
C 4.33190 1.61909 -5.26296 -0.001 -0.020 0.045 -0.689
C 3.66231 1.16790 -4.13541 -0.020 -0.042 -0.045 -0.073
C 3.18744 -0.20137 -1.47156 0.000 0.015 -0.013 -0.181
N 2.52249 -0.18774 -0.29068 0.190 -0.290 0.135 0.112
C 3.42694 0.04938 0.70336 -0.067 0.099 -0.033 0.324
C 3.14225 0.14676 2.07274 0.044 -0.021 -0.039 0.342
C 4.29648 0.40679 2.98675 0.042 0.045 -0.012 -0.547
C 4.97787 -0.65568 3.57300 -0.002 -0.024 0.008 0.080
C 6.06158 -0.43270 4.41244 -0.040 0.017 -0.026 -0.624
C 6.46432 0.86976 4.66387 0.160 0.018 0.130 -0.076
I 8.10480 1.22031 5.92653 -0.137 -0.029 -0.103 0.079
C 5.79939 1.94403 4.09490 -0.053 0.000 -0.034 -0.673
C 4.71673 1.70482 3.25810 -0.009 0.062 -0.016 0.212
C 1.88220 0.00609 2.66396 -0.060 0.027 0.005 0.263
C 1.58751 0.21278 4.06477 0.027 0.020 0.010 -1.323
C 0.24864 0.05760 4.21103 -0.061 0.046 0.029 -1.433
C -0.27601 -0.29597 2.90674 -0.001 -0.007 0.000 0.028
N 0.73433 -0.29095 2.00493 0.090 -0.334 0.121 0.042
C -1.59305 -0.73551 2.66349 0.015 0.006 -0.030 1.131
C -2.00369 -1.47758 1.53858 0.017 0.119 -0.037 0.286
C -3.20091 -2.28318 1.43976 -0.074 0.078 0.001 -1.326
C -3.14385 -2.93093 0.25106 -0.064 0.016 -0.050 -1.378
C -1.93599 -2.49177 -0.41725 -0.039 0.126 -0.061 0.487
N -1.29099 -1.60835 0.38926 0.213 -0.545 0.135 -0.207
C -2.60879 -0.41566 3.70905 0.012 -0.003 -0.046 -0.410
C -3.25174 -1.38221 4.47733 0.044 -0.015 0.059 -0.184
C -4.22729 -1.02908 5.40131 0.027 -0.035 -0.048 -0.725
C -4.56293 0.30539 5.55940 -0.161 0.082 0.151 -0.138
I -6.06183 0.84572 6.92593 0.130 -0.047 -0.109 0.076
C -3.91899 1.29183 4.82860 0.057 -0.022 -0.052 -0.740
C -2.94450 0.92401 3.91167 -0.035 -0.044 0.041 -0.290
C 4.73419 0.21803 0.11174 0.017 -0.029 -0.014 -1.303
C 4.58292 0.08851 -1.23111 0.006 0.064 -0.017 -1.289
N 0.53846 -1.53608 -1.91332 0.163 -0.341 0.051 -0.006
H -3.68495 -6.94804 -2.26216 -0.002 0.023 -0.011 0.391
H -2.11723 -5.42862 -1.11615 -0.039 0.028 -0.017 0.526
H -2.94472 -2.38458 -4.00070 -0.032 -0.004 0.054 0.694
H -4.53031 -3.88940 -5.14346 0.008 -0.002 0.032 0.389
H -0.58621 -3.42826 -4.39360 0.026 0.032 0.028 0.542
H 1.59426 -2.05786 -5.01566 -0.009 -0.012 0.034 0.637
H 3.87346 -2.16420 -4.65904 -0.040 0.020 -0.016 0.620
H 5.03193 -1.37890 -6.68348 -0.001 0.020 0.022 0.381
H 4.47981 2.67903 -5.42301 -0.021 -0.028 -0.001 0.384
H 3.27218 1.87850 -3.41702 -0.032 -0.001 -0.030 0.493
H 4.65674 -1.67094 3.36686 0.014 0.048 0.008 0.498
H 6.58406 -1.26604 4.86259 -0.007 0.013 -0.011 0.404
H 6.11749 2.95811 4.29841 -0.004 -0.028 0.000 0.406
H 4.18402 2.53942 2.81346 0.008 -0.060 0.020 0.391
H 2.31336 0.45565 4.82720 -0.054 -0.041 -0.038 0.513
H -0.33085 0.13188 5.12012 0.054 -0.024 -0.056 0.575
H -3.97505 -2.36258 2.18601 0.018 -0.001 -0.039 0.606
H -3.86401 -3.63323 -0.13828 0.024 0.036 0.002 0.543
H -2.97293 -2.42376 4.36762 -0.021 0.034 -0.015 0.596
H -4.71665 -1.79067 5.99397 0.012 0.013 -0.017 0.402
H -4.17284 2.33438 4.97042 0.007 -0.021 0.002 0.438
H -2.43060 1.68560 3.33480 -0.019 -0.022 0.008 0.694
H 5.65076 0.38992 0.65620 -0.049 -0.011 -0.020 0.488
H 5.35015 0.13433 -1.98908 -0.030 -0.018 0.039 0.575
N 0.37770 4.14865 -2.32315 0.021 0.163 0.041 -0.318
C -0.50659 3.12116 -2.19901 0.038 -0.473 0.008 0.225
S -0.27878 1.74915 -3.15272 -0.187 0.158 -0.111 -0.323
N -1.38394 3.38700 -1.21714 -0.155 0.520 0.084 -1.416
N -2.41454 2.64385 -0.89523 0.083 -0.274 0.019 1.322
C -3.14256 2.78458 0.18790 0.026 0.063 0.158 -0.923
C -4.21977 1.86500 0.14429 0.005 -0.100 -0.132 1.053
C -5.30066 1.54917 0.96974 -0.099 0.019 0.071 -0.654
C -6.15884 0.55586 0.54728 0.009 0.058 0.083 -0.642
C -5.95851 -0.11280 -0.67005 0.016 0.026 -0.023 -0.509
C -4.89798 0.19428 -1.50008 0.131 -0.192 -0.215 -0.742
C -4.04520 1.18767 -1.05704 -0.045 0.071 0.225 0.494
O -2.94354 1.64811 -1.71029 0.143 0.061 -0.174 -0.235
H 0.95535 4.13923 -3.14194 0.085 -0.016 -0.059 0.212
H 0.16981 5.03058 -1.88290 -0.074 -0.057 -0.033 0.239
H -2.87736 3.52890 0.91832 0.100 -0.006 -0.076 0.569
H -5.46932 2.07558 1.90118 0.051 -0.067 -0.019 0.448
H -7.00675 0.29083 1.16551 0.022 -0.015 -0.028 0.433
H -6.65464 -0.88550 -0.97032 0.029 0.014 0.011 0.423
H -4.72374 -0.31202 -2.44057 -0.042 -0.010 0.050 0.463
C 0.58860 4.65814 1.92530 0.097 -0.219 -0.154 -1.213
S 1.36934 3.12805 1.35648 0.076 0.120 0.077 0.636
C 2.78779 3.83534 0.48925 -0.154 -0.035 0.085 -1.105
H 1.13847 5.07134 2.76916 -0.036 0.087 -0.011 0.377
H -0.42417 4.40703 2.23857 0.027 0.051 0.030 0.233
H 0.54255 5.38010 1.10982 -0.065 0.013 0.038 0.336
H 2.45725 4.34854 -0.41354 0.044 -0.012 -0.013 0.354
H 3.44532 3.00854 0.21658 -0.001 0.035 -0.003 0.159
H 3.31829 4.52934 1.14279 0.065 -0.049 -0.043 0.424
```
Forces are in eV/Å.

Calculated values
**Relative energy (zero: lowest compared OMol25 entry of this formula, charge and spin)**: 97.2 kJ/mol
**HOMO level**: -6.64 eV
**LUMO**: -1.18 eV

| no. | E (hartree) |
| --- | --- |
| 1 | -300.28400 |
| 2 | -3217.03250 |
| 3 | -4718.47805 |